The following is a DFT calculation (ωB97M-V/def2-TZVPD) of a structure of composition C28H70O14.

highest occupied orbital energy	-8.0	eV
gap between HOMO and LUMO	8.59	eV
ΔE to the lowest compared entry with this formula, charge and spin	2090.5	kJ/mol
total energy	-58810.4297	eV

```
! RIJCOSX wB97M-V def2-TZVPD def2/J DEFGRID3
* xyz 0 1
C 5.859 -14.889 29.085
O 5.337 -13.882 28.215
C 6.160 -12.737 28.233
C 5.771 -11.828 27.042
O 6.169 -12.533 25.864
C 5.789 -11.853 24.711
H 5.222 -14.764 29.961
H 6.905 -14.887 29.394
H 5.676 -15.883 28.678
H 7.225 -12.879 28.047
H 5.962 -12.163 29.139
H 6.263 -10.857 27.085
H 4.690 -11.775 26.914
H 4.709 -11.765 24.600
H 6.257 -12.299 23.833
H 6.165 -10.833 24.636
C 10.616 -11.565 28.459
O 9.955 -12.378 27.424
C 9.522 -13.668 27.857
C 8.977 -14.393 26.630
O 8.537 -15.613 26.935
C 7.539 -16.115 26.106
H 10.684 -10.520 28.157
H 11.531 -12.047 28.804
H 9.874 -11.632 29.255
H 8.778 -13.509 28.637
H 10.368 -14.230 28.253
H 9.794 -14.422 25.909
H 8.159 -13.804 26.214
H 6.660 -15.472 26.062
H 7.157 -17.006 26.605
H 7.991 -16.416 25.161
C 7.303 -18.685 28.530
O 7.396 -17.670 29.433
C 8.283 -16.622 29.099
C 8.105 -15.544 30.126
O 8.617 -15.896 31.418
C 10.049 -15.925 31.541
H 8.238 -19.194 28.295
H 6.966 -18.305 27.565
H 6.695 -19.472 28.975
H 8.030 -16.253 28.105
H 9.342 -16.865 29.016
H 7.030 -15.396 30.227
H 8.667 -14.627 29.950
H 10.341 -16.830 31.008
H 10.445 -15.868 32.555
H 10.466 -15.129 30.925
C 10.951 -24.527 30.635
O 10.339 -23.261 30.652
C 11.210 -22.193 30.320
C 10.517 -20.875 30.908
O 10.832 -19.806 30.037
C 9.991 -18.670 30.381
H 11.690 -24.745 31.405
H 11.371 -24.586 29.631
H 10.288 -25.390 30.691
H 11.369 -22.162 29.242
H 12.196 -22.284 30.776
H 10.774 -20.628 31.938
H 9.483 -21.200 30.788
H 10.343 -18.170 31.284
H 8.946 -18.941 30.532
H 9.979 -17.947 29.566
C 9.537 -18.885 27.110
O 8.889 -20.003 27.615
C 9.661 -21.203 27.888
C 8.808 -22.474 28.088
O 8.132 -22.949 26.878
C 7.053 -22.156 26.562
H 10.117 -18.426 27.911
H 8.823 -18.138 26.765
H 10.257 -19.044 26.307
H 10.434 -21.074 28.646
H 10.167 -21.406 26.944
H 8.144 -22.318 28.939
H 9.262 -23.357 28.538
H 7.286 -21.263 25.982
H 6.468 -21.823 27.419
H 6.346 -22.687 25.923
C 7.536 -14.310 32.312
O 6.903 -13.458 33.351
C 5.918 -14.095 34.203
C 4.798 -14.726 33.370
O 4.975 -16.105 33.119
C 4.030 -16.704 32.209
H 6.766 -14.450 31.553
H 8.031 -15.198 32.706
H 8.357 -13.702 31.933
H 5.476 -13.343 34.857
H 6.276 -14.894 34.852
H 4.668 -14.202 32.424
H 3.803 -14.565 33.785
H 4.639 -17.362 31.590
H 3.769 -15.977 31.440
H 3.231 -17.281 32.675
C 12.260 -19.310 28.301
O 12.959 -18.148 28.780
C 12.000 -17.083 29.088
C 12.691 -15.813 29.513
O 11.735 -15.038 30.312
C 12.303 -13.795 30.800
H 11.464 -19.098 27.587
H 11.668 -19.771 29.092
H 12.856 -20.028 27.738
H 11.612 -17.490 30.021
H 11.234 -16.868 28.343
H 13.026 -15.381 28.570
H 13.611 -16.014 30.062
H 12.560 -13.876 31.856
H 11.490 -13.070 30.758
H 13.062 -13.416 30.116
*
```


The following is a DFT calculation (ωB97M-V/def2-TZVPD) of a cluster of 9 separate species, C28H71F2NO10Si in total.

highest occupied orbital energy	-9.5	eV
SMILES string	CCCCC[Si@H]([C@H](C)CCC)N(C(=O)F)C(=O)F.CCO.CCO.CCO.CCO.CCO.CCO.CCO.CCO
gap between HOMO and LUMO	10.00	eV
total energy	-65463.9159	eV

```
! RIJCOSX wB97M-V def2-TZVPD def2/J DEFGRID3
* xyz 0 1
C 1.314 0.425 0.839
C 2.335 -0.234 -0.122
C 2.775 -1.641 0.346
C 2.645 -2.743 -0.727
C 1.502 -3.735 -0.404
Si -0.172 -2.934 -0.640
C -1.442 -3.488 0.619
C -1.894 -4.960 0.484
C -2.607 -2.482 0.660
C -3.629 -2.614 -0.477
C -4.007 -1.235 -1.013
N -0.857 -3.136 -2.301
C -0.561 -2.067 -3.172
O 0.518 -1.673 -3.537
F -1.688 -1.453 -3.570
C -0.671 -4.394 -2.906
O 0.354 -4.961 -3.172
F -1.857 -4.968 -3.177
H 1.216 -0.134 1.763
H 0.337 0.456 0.370
H 1.575 1.452 1.067
H 1.845 -0.313 -1.083
H 3.176 0.441 -0.180
H 3.824 -1.577 0.621
H 2.255 -1.896 1.263
H 2.482 -2.335 -1.720
H 3.576 -3.301 -0.730
H 1.583 -3.950 0.661
H 1.627 -4.687 -0.909
H 0.003 -1.483 -0.474
H -0.924 -3.388 1.572
H -1.569 -5.520 1.353
H -2.974 -5.022 0.427
H -1.489 -5.476 -0.383
H -2.187 -1.482 0.672
H -3.126 -2.610 1.606
H -4.513 -3.129 -0.119
H -3.255 -3.191 -1.316
H -3.123 -0.639 -1.211
H -4.613 -0.745 -0.261
H -4.575 -1.299 -1.935
C -2.832 3.161 1.193
C -3.089 1.724 0.776
O -3.033 0.828 1.882
H -1.862 3.250 1.669
H -2.864 3.829 0.329
H -3.577 3.495 1.917
H -2.327 1.400 0.067
H -4.068 1.628 0.291
H -3.711 1.094 2.511
C 6.501 -4.504 0.376
C 6.826 -3.039 0.141
O 7.059 -2.367 1.383
H 5.625 -4.602 1.019
H 6.305 -5.018 -0.567
H 7.331 -5.008 0.878
H 5.988 -2.538 -0.340
H 7.701 -2.931 -0.495
H 7.802 -2.798 1.812
C 0.446 6.855 2.289
C -0.336 5.615 1.898
O -1.625 5.582 2.510
H 0.563 6.903 3.371
H 1.433 6.858 1.826
H -0.083 7.759 1.975
H 0.185 4.717 2.226
H -0.450 5.565 0.809
H -2.105 6.362 2.222
C -6.339 -0.420 4.971
C -5.753 0.794 5.670
O -5.070 1.648 4.754
H -5.553 -0.984 4.468
H -6.844 -1.077 5.681
H -7.062 -0.115 4.209
H -5.020 0.489 6.414
H -6.541 1.361 6.176
H -5.708 1.939 4.098
C -8.279 -3.443 0.200
C -7.706 -2.212 0.877
O -7.028 -1.368 -0.049
H -7.487 -4.009 -0.292
H -8.778 -4.093 0.921
H -9.003 -3.159 -0.567
H -6.970 -2.498 1.629
H -8.500 -1.645 1.375
H -7.662 -1.092 -0.716
C 0.400 2.247 -3.233
C 1.067 3.130 -2.194
O 2.091 2.413 -1.504
H -0.029 1.363 -2.761
H -0.392 2.784 -3.757
H 1.127 1.899 -3.971
H 0.345 3.459 -1.448
H 1.504 4.019 -2.663
H 2.735 2.129 -2.158
C 7.301 -0.083 -4.353
C 6.902 -0.483 -2.945
O 7.737 -1.517 -2.430
H 7.256 -0.945 -5.019
H 6.644 0.696 -4.743
H 8.327 0.292 -4.372
H 5.885 -0.873 -2.933
H 6.944 0.383 -2.275
H 8.640 -1.188 -2.419
C 4.887 6.149 -0.831
C 3.474 5.649 -0.586
O 2.520 6.695 -0.783
H 5.116 6.981 -0.165
H 5.618 5.356 -0.667
H 4.995 6.512 -1.856
H 3.361 5.303 0.440
H 3.236 4.819 -1.256
H 2.602 6.999 -1.690
*
```